[1]
ORCA calculation (the ωB97M-V functional and the def2-TZVPD basis) on a molecular structure, C12H18F6MgN6P.

Structure (XYZ):
```
44
Properties=species:S:1:pos:R:3:forces:R:3
Mg 10.188192 -7.192594 -2.117228 -0.2773 -0.5941 -1.2452
P 8.673347 -6.395558 -5.241805 -2.7327 1.8012 0.0056
F 7.898619 -5.633201 -6.453896 1.3169 -0.2127 0.7741
F 7.517942 -5.858426 -4.140822 0.4044 -1.0334 -0.9108
F 7.748959 -7.706096 -5.613806 1.3661 0.6796 1.1106
F 9.375291 -7.163092 -3.925883 0.0184 -0.4529 0.1349
F 9.909499 -6.943645 -6.102509 -0.5240 0.5176 -0.0040
F 9.473846 -5.021224 -4.785665 0.1818 -1.2448 -0.9523
C 13.453737 -5.547677 -4.974096 0.5655 0.0435 0.0425
C 12.642328 -6.136561 -3.948488 -2.4017 -1.1762 2.4280
N 12.003476 -6.592015 -3.078695 1.2667 1.5440 -1.7986
H 14.271136 -5.085836 -4.420322 0.3371 0.0023 -0.2832
H 12.968231 -4.762979 -5.554306 -0.3773 -0.1070 0.0967
H 13.816730 -6.340512 -5.628124 0.1195 0.0928 0.0128
C 5.560595 -7.670357 -2.217201 0.4249 -0.4247 0.8184
C 6.966751 -7.532418 -1.836633 0.5114 0.7101 -0.0958
N 8.074466 -7.434122 -1.535600 0.0158 -0.0100 -0.1464
H 5.138969 -8.225513 -1.379274 -0.2966 -0.3487 -0.1817
H 5.522300 -8.248179 -3.140659 -0.2078 0.1759 0.0207
H 4.996266 -6.738236 -2.244946 0.4877 0.1407 -0.3239
C 10.403523 -11.603434 -3.561678 -0.0054 0.7324 -0.0006
C 10.601612 -10.241271 -3.061195 0.3245 3.7042 1.6963
N 10.749352 -9.137044 -2.661506 -0.8958 -4.2938 -0.9754
H 10.986735 -11.618353 -4.482400 0.0746 -0.4913 0.0028
H 9.347801 -11.761663 -3.781928 0.0051 0.1836 -0.0988
H 10.690189 -12.345104 -2.816130 0.3316 0.1298 -0.1489
C 10.240712 -4.763588 -8.499844 1.2172 1.4251 0.6314
C 11.244922 -3.735986 -8.047663 -0.7313 -1.5036 0.4267
N 12.049259 -3.053817 -7.600644 0.2537 0.3071 0.0189
H 10.272089 -4.622629 -9.580232 -0.8224 -0.5893 0.0218
H 9.313994 -4.570267 -7.959555 -0.2147 0.2278 -0.6817
H 10.538197 -5.752486 -8.150987 0.3214 0.1075 -0.3894
C 5.918284 -3.054827 -4.706286 0.4375 -0.3409 0.3295
C 4.807308 -2.394934 -4.099183 -1.6942 0.8793 0.5260
N 3.910584 -1.831792 -3.644822 0.4631 -0.3496 -0.1135
H 5.911322 -4.104389 -4.412220 0.0610 -0.0143 -0.3301
H 6.792749 -2.600931 -4.240052 0.3575 -0.0741 -0.5584
H 5.850958 -2.929284 -5.786935 0.3975 -0.0976 0.1061
C 11.964138 -8.584436 -8.079731 -0.1168 -0.0985 0.5898
C 12.172533 -9.104498 -6.736650 0.3465 -1.1176 3.3290
N 12.346680 -9.521910 -5.651323 -0.5208 1.1003 -2.8989
H 12.752901 -7.851808 -8.250666 0.0128 -0.2236 -0.5188
H 10.998678 -8.079509 -8.112173 0.0045 -0.1078 -0.0763
H 11.964686 -9.455816 -8.734549 0.1940 0.4020 -0.3899
```
Positions in Å, forces in eV/Å.

Computed properties:
Relative energy (zero: lowest compared OMol25 entry of this formula, charge and spin) = 227.9 kJ/mol
HOMO = -13.030 eV
Net charge = +1
Spin multiplicity = 1
Frontier orbital gap = 9.066 eV
Molar mass = 415.58 Da

***

[2]
ORCA calculation (the ωB97M-V functional and the def2-TZVPD basis) on 4 unconnected molecules or ions with the total composition C12H18FO9.

Structure (XYZ):
```
40
Properties=species:S:1:pos:R:3:forces:R:3
F -1.982450 0.065400 -1.514175 0.3235 -0.0477 0.3191
C 0.988550 1.408400 -3.107175 -3.4410 0.9101 0.3570
C 0.703550 2.668400 -2.219175 0.7758 -0.4066 -1.7058
C 0.047550 2.498400 -0.886175 -1.4824 -3.1049 0.2417
O 0.924550 2.938400 0.084825 1.3439 2.0513 0.2890
C 1.983550 3.428400 -0.546175 2.7716 0.7651 0.0209
O 2.934550 3.913400 0.014825 -0.7052 -0.2324 -0.4144
O 1.955550 3.248400 -1.919175 0.5896 0.5101 2.7793
H 1.133550 0.510400 -2.445175 0.7091 0.8447 -1.1281
H 1.491550 1.672400 -4.059175 0.8314 -0.4782 1.1738
H -0.027450 1.235400 -3.532175 0.2845 -0.4628 0.4523
H 0.215550 3.475400 -2.707175 -0.8828 0.2152 -1.2995
H 0.044550 1.464400 -0.647175 -1.0021 -1.3759 -0.3938
H -0.969450 2.823400 -0.714175 -0.0399 0.5348 -0.3686
C -3.892450 -0.169600 1.141825 0.3226 3.0206 -1.6012
C -3.682450 -1.478600 0.526825 2.6808 -1.8041 -1.8188
C -2.234450 -1.949600 0.811825 0.7070 1.0447 1.7839
O -2.386450 -3.091600 1.789825 0.7682 2.3309 -2.5019
C -3.684450 -3.370600 1.774825 0.6949 -2.5938 2.0510
O -4.069450 -4.345600 2.369825 -0.6719 -0.0955 -0.0224
O -4.457450 -2.554600 1.135825 -0.8268 1.8019 -1.1456
H -3.152450 0.680400 0.843825 -0.8542 -2.1053 0.4292
H -4.178450 -0.088600 2.143825 0.5531 -0.6939 2.0896
H -4.786450 0.185400 0.743825 -1.8523 0.9884 -1.1919
H -3.796450 -1.549600 -0.634175 -0.1908 0.6452 2.2916
H -1.492450 -1.184600 1.160825 -1.4785 -0.2332 1.2150
H -1.651450 -2.040600 -0.054175 0.1963 -2.0935 -1.8776
C 4.128550 -1.032600 0.280825 -0.4450 -1.6457 -1.9832
C 2.737550 -0.208600 0.508825 3.0913 -6.2853 1.6758
C 1.564550 -1.121600 0.271825 -4.2702 6.9929 1.0225
O 1.024550 -1.324600 1.576825 0.2201 0.3619 0.5792
C 1.685550 -0.461600 2.465825 -3.7097 -2.9900 3.8398
O 1.418550 -0.358600 3.666825 0.3717 -0.2294 -3.3081
O 2.661550 0.050400 1.876825 3.2390 3.2617 -0.5791
H 5.114550 -0.556600 0.450825 -0.9437 0.4016 0.0289
H 4.194550 -1.493600 -0.831175 -0.4068 1.3850 2.2446
H 4.149550 -1.968600 0.884825 -0.3450 0.7184 -0.0508
H 2.848550 0.606400 -0.012175 -0.1046 4.6893 -2.6793
H 1.767550 -1.891600 -0.255175 1.7059 -6.0268 -2.6226
H 0.725550 -0.631600 -0.442175 1.4727 -0.5691 1.8085
```
Positions in Å, forces in eV/Å.

Computed properties:
Relative energy (zero: lowest compared OMol25 entry of this formula, charge and spin) = 156.0 kJ/mol
HOMO = -5.577 eV
Net charge = -1
Spin multiplicity = 1
Frontier orbital gap = 8.245 eV
Molar mass = 325.26 Da

***

[3]
ORCA calculation (the ωB97M-V functional and the def2-TZVPD basis) on a molecular structure, C12H18MnN8O3S2.

Structure (XYZ):
```
44
Properties=species:S:1:pos:R:3:forces:R:3
Mn -0.492875 -0.838050 -0.086671 -0.0811 -0.0547 -0.2372
S -1.713127 -0.235890 -2.015314 -0.0313 -0.0094 0.0447
C -1.599498 -1.854322 -2.614498 0.0049 -0.0317 0.0174
S -0.893583 -2.801033 -1.345441 0.0381 0.0610 0.0138
C -1.983390 -2.292268 -3.833572 0.0871 0.0429 0.0002
C -2.530714 -1.362971 -4.773602 -0.1088 -0.1513 -0.0110
N -2.990782 -0.602469 -5.502648 0.0696 0.0676 0.0208
C -1.827887 -3.668907 -4.188211 -0.1165 0.0482 -0.0627
N -1.716157 -4.781983 -4.451945 0.0624 -0.0034 0.0366
N 1.984635 -2.710401 4.303972 0.0323 0.0103 0.0660
N 1.708787 -2.605744 2.954755 -0.0346 0.0013 -0.0311
N 2.270949 -3.365374 2.035706 0.0398 -0.0082 -0.0240
C 1.659158 -2.959239 0.940618 -0.0145 0.0338 0.0133
N 0.775574 -1.984331 1.218264 0.0216 -0.0035 0.0849
N 0.808202 -1.783071 2.516797 0.0255 -0.0235 0.0210
H 2.474222 -3.588804 4.436762 -0.0331 -0.0167 -0.0093
H 2.588859 -1.942561 4.579077 -0.0064 0.0047 -0.0253
H 1.839612 -3.353156 -0.044887 0.0045 -0.0013 -0.0002
O 1.402238 0.231430 -0.777781 0.0590 -0.0904 0.0167
C 0.805171 1.297166 -0.596214 0.0188 0.0790 -0.0167
O -0.262217 1.399954 0.083821 -0.0696 -0.0085 0.0913
C 1.328585 2.561079 -1.257802 0.0182 -0.0078 -0.0314
N 0.239324 3.611834 -1.176289 -0.0291 -0.0048 -0.0322
C 0.825391 4.860508 -0.558963 0.0047 0.0089 0.0102
C 2.320359 4.698043 -0.781437 0.0048 -0.0069 0.0052
C 2.535787 3.200293 -0.566797 0.0180 0.0060 0.0031
H 1.526545 2.348024 -2.306478 0.0023 0.0231 -0.0026
H -0.500664 3.182473 -0.597146 0.0214 0.0041 0.0140
H -0.152069 3.799387 -2.097083 0.0052 -0.0036 -0.0006
H 0.573107 4.842040 0.499337 -0.0037 -0.0027 -0.0007
H 0.376627 5.735662 -1.020035 -0.0010 -0.0002 0.0005
H 2.894787 5.313560 -0.093147 0.0012 0.0014 0.0003
H 2.590676 4.988196 -1.798352 -0.0035 -0.0052 -0.0020
H 2.530002 2.961857 0.498524 -0.0115 0.0030 0.0013
H 3.465738 2.830005 -0.989362 -0.0024 -0.0022 -0.0017
C -2.749447 -2.662259 1.940903 -0.0087 -0.0029 0.0059
C -2.547832 -1.285522 2.517284 0.0087 -0.0253 -0.0275
O -1.859865 -0.460226 1.538961 -0.0093 0.0490 0.0596
H -3.305071 -3.271002 2.653894 -0.0018 -0.0027 -0.0049
H -1.799048 -3.160569 1.746431 0.0042 0.0116 -0.0048
H -3.316586 -2.617435 1.011607 0.0037 -0.0044 -0.0049
H -1.942729 -1.314378 3.424344 -0.0134 -0.0020 0.0066
H -3.506611 -0.814652 2.734240 0.0106 0.0158 0.0163
H -1.834181 0.455104 1.838382 0.0137 0.0015 -0.0189
```
Positions in Å, forces in eV/Å.

Computed properties:
Relative energy (zero: lowest compared OMol25 entry of this formula, charge and spin) = 1.2 kJ/mol
HOMO (alpha / beta) = -10.909 / -11.064 eV
Net charge = +1
Spin multiplicity = 5
Frontier orbital gap (alpha / beta) = 6.210 / 8.281 eV
Molar mass = 441.40 Da

***

- The lowest net charge belongs to which entry?
  C12H18FO9

***

- relative energy (zero: lowest compared OMol25 entry of this formula, charge and spin) of number 1 (C12H18F6MgN6P)?
  227.9 kJ/mol

***

- molar mass of number 2 (C12H18FO9)?
  325.26 Da

***

- What is the formula in the third record?
  C12H18MnN8O3S2